Below is a 2-piece molecular cluster, C2H7OS overall in a non-equilibrium geometry, with properties calculated with ωB97M-V/def2-TZVPD.

Geometry as XYZ:
```
11
Properties=species:S:1:pos:R:3
S -2.66 0.46 0.02
H -3.99 0.45 -0.02
C 0.52 -0.23 -0.52
O -0.27 -1.29 -0.11
C 1.48 0.31 0.53
H 1.10 -0.49 -1.43
H -0.08 0.63 -0.82
H -1.23 -1.05 -0.30
H 2.36 -0.32 0.81
H 1.88 1.31 0.39
H 0.88 0.21 1.45
```

Relative energy (zero: lowest compared OMol25 entry of this formula, charge and spin) ... 0.425 eV
Kohn-Sham gap ... 0.26369 Ha
Net charge ... -1

***

Below is a 2-piece molecular cluster, C2H7OS overall in a non-equilibrium geometry, with properties calculated with ωB97M-V/def2-TZVPD.

Geometry as XYZ:
```
11
Properties=species:S:1:pos:R:3
S -0.87 0.22 3.29
H 0.41 -0.17 3.57
C -0.55 0.01 -0.87
O -0.82 -0.97 0.14
C 0.91 0.21 -1.15
H -1.01 -0.39 -1.77
H -1.10 0.91 -0.59
H -0.84 -0.46 0.99
H 1.06 1.13 -1.71
H 1.51 0.20 -0.23
H 1.30 -0.68 -1.67
```

Relative energy (zero: lowest compared OMol25 entry of this formula, charge and spin) ... 0.258 eV
Kohn-Sham gap ... 0.24905 Ha
Net charge ... -1

***

Below is a 3-piece molecular cluster, C2H7OS2 overall in a non-equilibrium geometry, with properties calculated with ωB97M-V/def2-TZVPD.

Geometry as XYZ:
```
12
Properties=species:S:1:pos:R:3
C 1.66 0.46 -2.28
O 2.80 0.84 -2.14
H 1.13 0.06 -1.41
H -0.09 2.17 2.86
H 1.24 0.58 -3.28
C -1.02 -1.45 0.91
S -1.80 0.23 0.72
S -1.76 0.54 -1.37
H -0.08 -1.33 0.34
H -1.54 -2.19 0.31
H -0.80 -1.72 1.94
H 0.26 1.80 3.41
```

Relative energy (zero: lowest compared OMol25 entry of this formula, charge and spin) ... 1.869 eV
Kohn-Sham gap ... 0.23032 Ha
Net charge ... -1

***

Below is C2H7P in the gas phase, with properties calculated with ωB97M-V/def2-TZVPD.

Geometry as XYZ:
```
10
Properties=species:S:1:pos:R:3
C -1.13 -0.63 0.56
P 0.51 0.13 0.96
C 0.89 0.85 -0.70
H -1.87 0.17 0.48
H -1.43 -1.29 1.38
H -1.10 -1.19 -0.37
H 1.24 -1.05 0.76
H 0.26 1.73 -0.85
H 0.70 0.13 -1.50
H 1.93 1.16 -0.73
```

Relative energy (zero: lowest compared OMol25 entry of this formula, charge and spin) ... 0.000 eV
SMILES ... CPC
Kohn-Sham gap ... 0.37301 Ha

***

Below is a 2-piece molecular cluster, C2H7PS3 overall in a non-equilibrium geometry, with properties calculated with ωB97M-V/def2-TZVPD.

Geometry as XYZ:
```
13
Properties=species:S:1:pos:R:3
C 1.75 -0.04 0.33
C 0.39 0.31 0.97
P -1.18 0.30 0.00
S -2.78 0.63 1.07
S -0.97 1.40 -1.72
S -0.69 -2.47 -0.76
H 1.78 0.21 -0.77
H 2.49 0.56 0.86
H 1.90 -1.11 0.28
H 0.58 1.24 1.60
H 0.16 -0.42 1.87
H -2.28 1.71 -1.74
H -1.16 -2.31 -1.99
```

Relative energy (zero: lowest compared OMol25 entry of this formula, charge and spin) ... 1.439 eV
Kohn-Sham gap (spin up / spin down) ... 0.26123 / 0.26130 Ha

***

Below is a 3-piece molecular cluster, C2H7S overall in a non-equilibrium geometry, with properties calculated with ωB97M-V/def2-TZVPD.

Geometry as XYZ:
```
10
Properties=species:S:1:pos:R:3
C -3.90 -4.01 2.31
H -3.19 -4.46 1.53
H -4.80 -4.72 2.39
H -4.24 -2.99 2.16
H -3.26 -4.00 3.20
C 3.54 4.30 -1.99
S 5.43 3.22 -3.32
H 3.63 3.45 -1.34
H 4.01 5.21 -2.24
H 2.77 4.01 -2.71
```

Relative energy (zero: lowest compared OMol25 entry of this formula, charge and spin) ... 3.114 eV
Kohn-Sham gap ... 0.17769 Ha
Net charge ... -1

***

Below is a 2-piece molecular cluster, C2H7S2 overall in a non-equilibrium geometry, with properties calculated with ωB97M-V/def2-TZVPD.

Geometry as XYZ:
```
11
Properties=species:S:1:pos:R:3
C -0.18 -1.80 0.59
S 1.60 -1.41 0.75
H -0.52 -2.39 1.44
H -0.30 -2.37 -0.33
H -0.76 -0.89 0.51
H 1.50 -0.26 -0.11
C -0.40 1.84 -0.49
S 1.13 1.28 -1.37
H -0.26 1.85 0.59
H -1.27 1.26 -0.77
H -0.53 2.88 -0.81
```

Relative energy (zero: lowest compared OMol25 entry of this formula, charge and spin) ... 0.513 eV
Kohn-Sham gap ... 0.23749 Ha
Net charge ... -1

***

Below is a 2-piece molecular cluster, C2H8 overall in a non-equilibrium geometry, with properties calculated with ωB97M-V/def2-TZVPD.

Geometry as XYZ:
```
10
Properties=species:S:1:pos:R:3
C 0.15 1.15 0.60
H 1.02 0.56 0.93
H 0.30 1.48 -0.44
H 0.02 2.02 1.26
H -0.75 0.52 0.65
C -0.15 -1.15 -0.60
H 0.62 -1.17 0.19
H -1.15 -1.09 -0.14
H -0.08 -2.06 -1.21
H 0.02 -0.27 -1.24
```

Relative energy (zero: lowest compared OMol25 entry of this formula, charge and spin) ... 0.597 eV
SMILES ... C.C
Kohn-Sham gap ... 0.48314 Ha